(1)
56
Properties=species:S:1:pos:R:3:forces:R:3:mulliken_charge:R:1 method="wB97M-V/def2-TZVPD" e_homo_ev=-12.32 spin_multiplicity=1 gap_ev=1.73 lumo_energy_ha=-0.3891 total_charge=+2
C -1.195 -1.478 5.171 -0.4 1.3 0.7 -1.3547
C -1.139 0.009 4.649 -0.4 -0.9 0.1 0.1260
O -0.486 0.767 5.653 0.7 -0.2 -1.1 -0.4173
C -0.085 2.067 5.187 0.2 1.1 0.2 -0.5045
C 1.387 2.212 4.709 -1.2 0.7 1.5 -0.5263
O 1.605 1.750 3.338 0.8 -0.9 0.5 -0.2088
P 2.143 0.291 3.216 -1.6 0.9 -1.9 0.4030
N 1.383 -0.296 1.814 0.4 0.3 1.7 -0.2861
H -1.104 -1.402 6.273 0.1 -0.3 -0.5 0.5560
H -2.166 -1.958 4.966 0.6 -0.2 -0.3 0.5531
H -0.322 -2.087 4.787 -1.7 1.6 0.1 -0.2400
H -2.186 0.341 4.513 0.5 -0.1 0.0 0.4278
H -0.662 0.074 3.652 -0.2 0.2 0.4 0.1037
H -0.140 2.730 6.074 0.0 -0.4 -0.4 0.4154
H -0.790 2.492 4.442 0.4 -0.4 0.0 0.3419
H 1.614 3.291 4.759 0.1 -0.6 -0.4 0.3671
H 2.052 1.694 5.429 -0.1 0.1 -0.5 0.3342
H 3.550 0.213 3.135 -0.3 -0.1 0.1 0.2306
H 1.693 -0.425 4.365 0.4 -0.1 -0.2 -0.0272
H 0.875 -1.159 2.012 0.1 0.0 -0.4 0.2600
H 0.661 0.413 1.565 0.2 0.1 -0.3 0.1984
C 2.777 -3.248 -1.522 0.3 -0.3 0.4 -0.2696
C 1.472 -3.505 -0.798 -0.1 0.3 -0.4 -0.4213
O 1.719 -3.598 0.627 -0.2 0.1 0.8 -0.4965
O 3.707 -4.285 -1.245 -0.3 0.0 -0.1 -0.5049
H 2.622 -3.204 -2.599 0.0 0.0 0.0 0.3394
H 3.221 -2.302 -1.184 -0.2 0.2 -0.1 0.2336
H 1.043 -4.456 -1.108 0.0 0.0 0.1 0.2778
H 0.749 -2.707 -0.987 0.0 -0.1 -0.1 0.2586
H 1.956 -2.712 0.925 0.2 0.0 -0.4 0.3022
H 3.589 -4.519 -0.317 0.2 -0.1 -0.1 0.3111
C -0.786 2.310 -0.873 -0.1 0.1 -0.3 -0.7589
O -0.674 1.965 -2.239 0.0 -0.3 0.1 -0.2899
C 0.274 0.941 -2.450 -0.2 0.6 -0.3 -0.1911
C 0.106 0.327 -3.827 0.2 -0.3 0.0 -0.5366
O -0.929 -0.643 -3.871 0.0 0.1 0.2 -0.4319
C -2.257 -0.126 -3.887 -0.1 -0.3 -0.1 -0.3805
C -2.652 0.450 -5.233 0.0 0.5 0.1 -0.6198
O -2.157 1.771 -5.363 0.2 -0.1 0.0 -0.2617
C -2.215 2.230 -6.700 0.0 0.0 0.1 -0.7632
H 0.180 2.641 -0.478 0.0 -0.1 0.1 0.3053
H -1.501 3.122 -0.781 0.0 0.0 0.0 0.3356
H -1.157 1.456 -0.291 0.1 0.1 0.2 0.3090
H 0.159 0.160 -1.683 0.1 -0.1 0.0 0.0152
H 1.275 1.390 -2.370 0.1 -0.2 0.0 0.4752
H 1.022 -0.219 -4.067 0.0 0.0 0.0 0.4480
H -0.029 1.089 -4.596 -0.1 0.2 0.2 0.2218
H -2.410 0.595 -3.080 0.1 0.2 -0.2 0.2045
H -2.902 -0.983 -3.684 0.1 0.0 -0.1 0.3838
H -3.747 0.488 -5.304 0.0 -0.2 0.0 0.4569
H -2.256 -0.182 -6.036 -0.1 -0.1 0.0 0.3562
H -1.574 1.618 -7.344 -0.1 0.0 -0.1 0.3233
H -1.850 3.255 -6.721 0.0 0.0 0.1 0.2366
H -3.244 2.212 -7.072 0.0 0.0 -0.1 0.3188
F -1.167 2.523 1.774 0.6 -0.9 0.6 -0.6838
Ca 0.950 -3.391 4.676 1.0 -1.7 -0.1 1.7444

(2)
57
Properties=species:S:1:pos:R:3:forces:R:3:mulliken_spin:R:1 method="wB97M-V/def2-TZVPD" e_homo_ev="-5.75 / -8.04" spin_multiplicity=5 gap_ev="5.98 / 8.27" lumo_energy_ha="0.0086 / 0.0083" e_above_lowest_kj_mol=0.0
Cr -0.064 0.873 1.047 0.7 0.1 -0.4 3.9575
S 1.305 2.480 2.647 2.4 2.9 2.6 0.0017
O 2.290 1.759 3.454 0.4 0.5 0.3 -0.0009
O 1.514 2.106 1.262 2.0 0.5 -4.2 0.0169
O 0.031 1.815 2.859 -5.0 -2.1 0.9 -0.0187
O 1.161 3.921 2.877 0.6 -1.4 -0.3 0.0008
C 1.005 -2.783 1.236 -0.1 -0.3 -0.3 0.0410
C 1.897 -1.766 1.933 -0.7 -0.6 -0.8 0.0039
C 3.059 -1.378 1.080 0.4 0.9 -0.6 0.0034
O 2.575 -0.849 -0.184 0.3 -0.9 0.9 0.0204
C 3.518 -0.186 -0.964 1.8 0.5 0.2 0.0007
N 1.043 -0.633 2.213 -0.2 -0.4 0.6 -0.0112
H 1.533 -3.658 0.855 0.1 -0.3 0.6 0.0002
H 0.547 -2.400 0.324 0.0 0.6 0.1 -0.0054
H 0.187 -3.021 1.916 0.0 -0.5 -0.1 0.0041
H 2.260 -2.163 2.881 0.4 -0.3 -0.1 0.0016
H 3.747 -2.205 0.905 -0.1 -0.3 -0.2 -0.0010
H 3.628 -0.635 1.639 0.1 0.5 -0.3 -0.0022
H 4.412 -0.764 -1.198 -0.2 -1.0 -0.3 -0.0001
H 4.018 0.617 -0.423 -0.7 0.7 0.2 0.0001
H 3.105 0.164 -1.910 -0.3 0.0 0.2 -0.0006
H 0.385 -0.948 2.911 -0.1 -0.1 0.0 0.0096
H 1.527 0.095 2.720 0.9 0.5 0.4 -0.0145
C -3.833 2.840 0.403 -1.1 -0.2 0.9 0.0091
C -2.760 2.043 1.060 1.0 -1.2 -1.9 -0.0178
C -2.947 0.491 0.878 -0.2 1.8 -0.4 0.0270
O -1.885 -0.174 1.499 -0.2 -1.2 -0.2 -0.0148
C -2.095 -0.459 2.860 -0.9 0.6 0.7 0.0166
N -1.507 2.383 0.338 0.0 0.6 0.8 0.0540
H -3.856 2.773 -0.685 0.1 -0.4 0.0 -0.0010
H -3.702 3.894 0.647 -0.4 0.0 0.2 -0.0003
H -4.730 2.390 0.828 -0.8 0.8 -0.3 -0.0023
H -2.609 2.273 2.114 -0.1 0.1 0.0 0.0047
H -2.853 0.247 -0.180 -0.1 0.1 -0.1 -0.0232
H -3.944 0.187 1.198 0.1 -0.3 0.4 0.0030
H -2.227 0.490 3.379 0.4 -0.1 0.4 -0.0028
H -1.257 -1.024 3.269 -0.4 0.2 -0.1 -0.0026
H -3.037 -0.993 2.984 0.1 -0.4 0.0 0.0031
H -1.689 2.570 -0.637 -0.3 -0.3 -0.3 0.0050
H -1.285 3.304 0.689 0.8 0.2 0.2 0.0022
C -1.573 0.208 -2.723 -0.2 0.5 0.0 0.0145
C -0.662 -0.715 -1.874 -0.4 -0.4 -2.5 0.0474
C 0.192 -1.550 -2.897 -0.2 -0.3 0.6 0.0014
O 0.931 -0.734 -3.778 0.6 -0.9 -0.8 -0.0004
C 1.672 -1.584 -4.703 0.1 0.9 0.1 0.0004
N 0.196 0.082 -0.990 -0.6 0.1 -0.9 -0.1391
H -2.353 0.699 -2.140 -0.2 -0.4 0.2 -0.0001
H -2.036 -0.305 -3.565 -0.1 -0.3 0.3 -0.0002
H -1.095 1.066 -3.195 0.8 -0.1 0.0 -0.0003
H -1.361 -1.408 -1.406 0.4 -0.1 0.6 -0.0072
H -0.416 -2.248 -3.473 -0.7 0.2 -0.2 -0.0004
H 0.884 -2.246 -2.422 0.3 0.1 0.8 0.0003
H 1.057 -2.322 -5.217 -0.5 0.2 0.0 0.0000
H 2.487 -2.159 -4.265 0.0 0.1 0.8 0.0000
H 2.160 -0.930 -5.425 -0.3 0.1 0.0 0.0000
H 0.350 0.836 -1.645 0.4 1.0 0.4 0.0299
H 1.100 -0.368 -1.007 0.3 -0.3 0.8 -0.0134

(3)
55
Properties=species:S:1:pos:R:3:forces:R:3:mulliken_spin:R:1 method="wB97M-V/def2-TZVPD" e_homo_ev="-7.36 / -11.82" spin_multiplicity=2 gap_ev="3.99 / 8.55" lumo_energy_ha="-0.1241 / -0.1201" total_charge=+1
Li 0.848 -17.041 -11.076 -1.1 -0.3 0.3 0.2862
Li -1.065 -14.922 -10.713 -0.1 -0.5 -0.7 0.7412
Li -2.408 -16.688 -8.942 0.6 -0.9 -0.2 0.1880
F -1.131 -17.177 -10.521 0.4 1.1 0.3 -0.0641
C -0.057 -17.754 -7.306 -0.4 -1.4 0.9 0.0024
C -1.041 -18.928 -7.680 -0.8 0.4 1.8 -0.0127
C -1.061 -20.260 -6.789 1.1 1.1 -1.0 0.0113
O -2.140 -21.111 -7.051 -0.7 1.1 -1.4 0.0014
C -2.409 -22.077 -6.073 0.0 -0.6 -0.4 0.0003
N -2.339 -18.265 -7.442 -0.5 0.6 -1.8 -0.0338
H 0.970 -18.111 -7.229 0.2 0.6 -0.6 -0.0289
H -0.275 -17.295 -6.341 -0.2 -0.8 0.8 0.0102
H -0.296 -16.842 -7.854 0.8 -0.4 -1.2 0.0311
H -0.912 -19.201 -8.727 -0.2 0.1 0.0 -0.0181
H -1.106 -19.940 -5.748 0.5 -0.1 0.3 -0.0018
H -0.167 -20.793 -7.113 0.5 -0.1 0.8 -0.0013
H -3.068 -22.825 -6.516 -0.3 0.3 -0.1 -0.0001
H -2.914 -21.622 -5.221 0.3 -0.2 0.4 0.0001
H -1.510 -22.658 -5.870 0.2 0.3 0.7 0.0000
H -2.366 -17.940 -6.487 -0.3 -0.2 0.2 -0.0030
H -3.090 -18.914 -7.631 -0.3 -0.2 0.4 0.0113
C -2.150 -20.327 -13.402 -0.7 -0.2 -0.1 -0.0103
C -2.249 -19.063 -14.302 0.4 -1.1 0.6 0.0118
C -3.678 -18.539 -14.372 0.8 -0.2 0.8 0.0001
O -3.812 -17.482 -15.271 0.4 -0.2 -0.7 0.0012
C -5.165 -17.363 -15.694 1.0 0.5 0.4 0.0008
N -1.299 -18.084 -13.794 0.6 0.7 -0.2 -0.0117
H -2.963 -21.006 -13.658 -0.1 -0.1 0.0 -0.0005
H -2.245 -20.145 -12.331 -0.1 0.5 0.0 0.0029
H -1.246 -20.930 -13.491 0.2 0.5 -0.4 0.0008
H -1.933 -19.391 -15.292 0.1 0.3 -0.1 0.0062
H -3.850 -18.136 -13.374 -0.6 -0.1 0.5 0.0041
H -4.386 -19.346 -14.561 -0.1 -0.1 -0.2 -0.0006
H -5.735 -17.221 -14.776 -0.7 0.0 -0.3 -0.0001
H -5.448 -18.262 -16.241 -0.3 0.1 -0.1 -0.0001
H -5.160 -16.468 -16.316 -0.5 -0.2 -0.1 0.0001
H -1.172 -17.310 -14.430 0.0 -0.1 -0.6 0.0159
H -1.617 -17.618 -12.956 -0.3 -0.5 0.6 -0.0196
C -1.953 -12.728 -12.564 -0.6 1.8 -1.7 -0.0071
C -2.836 -13.901 -12.896 0.1 1.2 -0.8 -0.0392
C -3.275 -13.980 -14.329 -2.4 1.9 -1.2 0.0383
O -4.520 -13.168 -14.454 2.2 -1.5 3.6 0.0024
C -4.677 -12.415 -15.570 -0.1 -0.5 -1.8 0.0005
N -2.011 -15.014 -12.688 0.9 -3.7 2.5 -0.1637
H -1.006 -12.812 -13.096 0.5 -0.4 0.6 -0.0018
H -1.898 -12.428 -11.518 0.2 -0.3 0.0 0.0257
H -2.346 -11.876 -13.120 -0.4 0.5 0.4 -0.0009
H -3.715 -13.847 -12.255 0.0 -0.6 0.1 -0.0088
H -3.464 -14.986 -14.701 -0.4 -0.3 0.5 -0.0023
H -2.491 -13.640 -15.006 0.2 0.6 0.0 0.0034
H -3.768 -11.892 -15.868 0.1 0.2 -0.1 0.0001
H -5.499 -11.713 -15.433 0.0 -0.1 -0.1 -0.0002
H -4.913 -13.211 -16.276 -0.3 0.9 -1.4 0.0000
H -1.404 -15.322 -13.435 0.4 1.0 -0.5 0.0227
H -2.573 -15.852 -12.633 -0.4 -0.3 0.4 0.0100

(4)
58
Properties=species:S:1:pos:R:3:forces:R:3:mulliken_charge:R:1 method="wB97M-V/def2-TZVPD" e_homo_ev=-8.83 spin_multiplicity=1 smiles="NC(N)(N)CN(CC=O)S(=O)(=O)F.COC[C@@H](C)N.COC[C@@H](C)N" gap_ev=7.59 lumo_energy_ha=-0.0453
N -2.624 -0.831 -2.541 -0.5 -1.1 0.3 -0.5643
C -2.983 -1.972 -1.617 -1.7 0.2 0.7 0.7355
N -3.506 -3.219 -2.346 0.7 1.2 0.3 -0.5644
N -4.177 -1.472 -0.777 1.9 0.9 0.5 -0.7048
C -1.805 -2.420 -0.569 -0.6 -0.3 1.6 -1.0769
N -0.393 -2.130 -1.024 0.8 -1.9 0.2 0.1392
C -0.046 -2.797 -2.337 1.1 -0.6 -2.1 -0.5420
C 0.366 -1.667 -3.500 -0.4 -2.6 -5.1 0.0960
O 0.448 -2.071 -4.776 -0.4 2.7 8.1 -0.5177
S 0.797 -2.496 0.222 2.3 5.0 6.3 1.0515
O 0.241 -2.295 1.680 1.0 -1.8 -6.1 -0.5864
O 1.975 -1.468 0.094 -3.9 -4.9 -1.1 -0.4918
F 1.345 -4.148 0.177 -1.2 3.1 -0.6 -0.3060
H -2.104 -0.063 -2.063 -0.9 -1.0 -0.4 0.2446
H -3.508 -0.466 -3.004 1.6 -0.6 1.0 0.3159
H -4.120 -2.947 -3.148 0.6 -0.2 1.2 0.2800
H -4.057 -3.787 -1.659 0.6 1.0 -1.0 0.2954
H -3.971 -0.447 -0.578 -0.5 -1.6 0.0 0.1807
H -4.157 -1.933 0.159 -0.2 0.4 -0.9 0.2888
H -1.859 -3.580 -0.295 -0.4 2.5 -0.7 0.2692
H -1.992 -1.792 0.428 0.7 -1.5 -2.3 0.4334
H -0.912 -3.508 -2.749 1.7 1.9 1.0 0.3213
H 0.913 -3.503 -2.263 -2.0 1.6 0.0 0.4075
H 0.557 -0.545 -3.150 -0.3 -2.3 -0.8 0.2630
C -2.591 5.105 0.428 0.4 -0.1 0.1 -0.6289
O -2.839 4.292 1.563 -0.7 0.1 0.0 -0.3764
C -4.224 4.022 1.805 0.2 -0.3 0.2 -0.6396
C -4.808 2.877 0.946 0.3 0.3 -0.2 0.1985
C -5.087 3.280 -0.500 -0.3 -0.1 -0.2 -1.4173
N -3.931 1.697 0.951 0.2 0.0 0.2 -0.5196
H -3.372 5.855 0.276 0.0 -0.1 0.0 0.2964
H -2.479 4.482 -0.461 -0.1 0.1 -0.2 0.2142
H -1.640 5.624 0.585 -0.1 -0.1 0.1 0.2589
H -4.284 3.717 2.857 0.1 0.0 -0.1 0.3437
H -4.819 4.939 1.714 0.0 0.0 -0.2 0.4054
H -5.769 2.592 1.391 0.1 0.0 0.1 0.3462
H -4.178 3.337 -1.105 0.0 0.0 0.2 0.2743
H -5.741 2.544 -0.981 0.1 0.1 0.1 0.3424
H -5.590 4.252 -0.547 0.1 -0.1 0.0 0.3627
H -3.828 1.371 1.913 -0.1 0.0 -0.2 0.2550
H -2.990 2.017 0.704 -0.3 0.0 0.0 0.2925
C 6.931 -1.861 2.819 -0.2 -0.4 -0.1 -0.6649
O 5.601 -1.837 2.325 0.0 0.6 0.2 -0.3635
C 5.090 -0.525 2.067 -0.3 -0.2 -0.2 -0.5946
C 5.529 0.074 0.711 0.3 -0.4 0.1 0.4005
C 6.970 0.578 0.705 0.2 0.3 -0.1 -1.4466
N 5.357 -0.890 -0.385 -0.2 -0.2 0.2 -0.7266
H 7.148 -1.007 3.467 0.0 0.1 -0.1 0.2987
H 7.637 -1.902 1.989 0.2 0.1 0.1 0.2281
H 7.058 -2.778 3.402 -0.1 0.1 -0.1 0.2513
H 3.999 -0.633 2.049 0.2 -0.1 0.0 0.2992
H 5.320 0.151 2.900 0.2 0.0 0.0 0.3963
H 4.885 0.939 0.512 -0.1 -0.1 0.1 0.3708
H 7.701 -0.232 0.640 -0.2 0.0 0.0 0.2789
H 7.142 1.229 -0.161 -0.1 -0.2 0.1 0.3603
H 7.186 1.162 1.606 0.0 -0.1 -0.1 0.3393
H 4.371 -1.149 -0.440 0.1 0.1 -0.1 0.2572
H 5.818 -1.759 -0.101 -0.1 0.3 -0.1 0.3392

| no. | E (hartree) |
| --- | --- |
| 1 | -2176.33445 |
| 2 | -2610.60564 |
| 3 | -989.22021 |
| 4 | -1679.56851 |